1.
The following is a DFT calculation (the ωB97M-V functional and the def2-TZVPD basis) of C34H42N4O3P2SZr as an isolated structure.

```
! RIJCOSX wB97M-V def2-TZVPD def2/J DEFGRID3
* xyz 2 1
C -2.09 -0.24 1.77
H 1.69 -0.62 -5.48
H 5.00 -2.49 -2.87
C 3.05 -2.15 -1.42
C 3.31 -0.82 -0.97
O -0.07 -2.79 -0.23
C 5.12 -0.39 -2.75
H -0.52 2.70 -6.05
H 1.72 4.78 0.06
H 4.74 1.10 -5.44
C 0.72 4.20 -4.90
C 3.72 1.91 0.26
C 3.57 -1.69 -5.55
H -2.59 -2.97 -0.20
P 2.73 0.71 1.29
H -0.80 -0.92 -3.20
C -0.03 3.00 -5.14
H 3.01 -2.56 -2.47
C -4.00 -2.21 1.27
H -4.74 -2.98 1.06
C 4.96 -1.73 -4.91
C 4.35 -0.77 4.52
H -1.60 2.40 -1.10
N 0.80 2.93 -3.03
C -1.85 -1.22 0.80
H 2.18 1.29 -4.33
C 0.68 4.56 -0.14
C 5.16 -0.11 2.50
H -0.54 1.37 -3.69
H 5.40 -2.72 -5.11
H 5.73 0.09 1.61
H 3.63 -1.43 -6.63
H 3.66 2.47 -1.86
N 3.83 0.34 2.59
H 2.82 -4.01 -0.20
N 0.31 3.27 -0.57
C -5.50 -1.29 3.08
C -2.81 -2.21 0.55
H -1.34 0.52 1.98
H 0.09 -1.72 -4.55
P 1.32 2.10 -1.40
C 2.61 -0.71 -4.89
C -0.45 5.35 -0.04
C 0.06 -1.55 -3.46
H 2.80 -2.31 1.90
H 4.67 1.42 -0.02
H 1.75 4.87 -3.00
C 2.99 0.56 -4.27
H 5.58 -0.97 -5.42
H -3.48 0.51 3.24
H 0.88 5.01 -5.60
C 4.31 1.28 -4.44
C -0.01 2.26 -3.97
H 2.33 0.14 4.12
C 5.50 -0.79 3.66
H 4.27 -1.21 5.50
N 3.16 -0.78 0.42
C 2.88 -2.07 0.85
H 3.12 -2.70 -5.50
H -0.46 6.40 0.23
C -1.58 4.55 -0.44
C 1.20 4.14 -3.59
H -5.28 -1.57 4.12
C -4.25 -1.25 2.25
H 5.27 1.70 -2.53
S -0.19 -1.40 0.19
H 6.46 -1.25 3.87
H 4.00 2.70 0.99
H 3.02 3.70 -0.78
Zr 1.98 -0.65 -2.79
H -5.97 -0.30 3.12
O 0.54 -0.99 1.39
C 2.89 -2.93 -0.22
H -2.61 4.88 -0.52
H 5.51 -0.47 -1.73
H -0.06 -2.52 -2.94
O 0.02 -0.45 -0.94
H 4.10 2.37 -4.38
H 6.36 1.06 -3.77
C 3.03 2.61 -0.96
C -3.29 -0.26 2.48
C 4.89 -1.54 -3.43
H 3.34 0.20 -1.46
C 3.35 -0.09 3.85
C -1.09 3.28 -0.75
H -6.22 -2.00 2.68
C 5.34 0.97 -3.36
*
```

Summary:
- Frontier orbital gap (alpha / beta): 2.5 / 2.4 eV

=====

2.
The following is a DFT calculation (the ωB97M-V functional and the def2-TZVPD basis) of an isolated molecule of C7H10N2O.

```
! RIJCOSX wB97M-V def2-TZVPD def2/J DEFGRID3
* xyz 0 3
H -2.98 0.02 -1.05
H 2.08 -1.89 2.00
C 0.73 -1.20 0.50
H -2.76 0.81 0.22
C 1.55 -1.09 1.74
H 2.28 0.53 -1.14
H 1.09 -2.06 -0.16
H -1.19 2.10 -2.17
H -2.28 -0.94 0.13
C 0.35 -0.06 -0.43
O 1.19 2.74 -2.37
C 0.10 -1.18 1.81
N -0.60 1.57 -1.63
H -0.34 -0.29 2.22
C -2.21 0.10 -0.34
C 0.79 1.78 -1.70
H -0.24 -2.11 2.15
H 2.00 -0.15 1.89
C -0.86 0.52 -0.73
N 1.31 0.79 -0.93
*
```

Summary:
- Expectation value of S²: 2.01
- Relative energy (zero: lowest compared OMol25 entry of this formula, charge and spin): 0.0 kcal per mole
- Frontier orbital gap (alpha / beta): 4.8 / 9.2 eV

=====

3.
The following is a DFT calculation (the ωB97M-V functional and the def2-TZVPD basis) of C6H8InO6 as an isolated structure.

```
! RIJCOSX wB97M-V def2-TZVPD def2/J DEFGRID3
* xyz 4 2
O -1.83 -2.04 -0.86
H -2.82 -0.34 -0.16
O 3.28 0.68 -0.08
H 2.99 0.92 -1.00
C -2.18 -0.63 -1.00
C -0.94 0.21 -1.09
H 0.26 3.04 -0.11
C 2.32 0.84 1.01
H 3.68 -0.26 0.20
O -1.24 -3.76 0.35
O 1.49 1.80 0.89
O 2.43 -0.08 1.75
C -0.59 1.07 -0.13
H -2.75 -0.60 -1.93
O -1.56 -1.86 1.36
In -1.16 -1.67 3.13
H 1.13 1.90 -1.17
C 0.57 2.00 -0.23
C -1.55 -2.50 0.30
H -1.20 1.16 0.78
H -0.35 0.13 -2.01
*
```

Summary:
- Expectation value of S²: 1.75
- Frontier orbital gap (alpha / beta): 8.2 / 6.2 eV

=====

4.
The following is a DFT calculation (the ωB97M-V functional and the def2-TZVPD basis) of a 2-piece molecular cluster, C5H6Br2 overall.

```
! RIJCOSX wB97M-V def2-TZVPD def2/J DEFGRID3
* xyz 0 1
H 5.44 0.09 0.50
C -0.79 0.15 0.06
H 1.84 -1.94 -1.40
H -1.83 1.55 -1.01
C 0.91 -1.48 -1.13
C -0.69 0.42 1.39
C -2.01 0.51 -0.71
H -2.00 -0.21 -1.55
Br 4.05 0.03 0.12
H 0.11 0.17 2.07
H -1.46 1.07 2.00
Br -3.65 0.40 0.24
C 0.11 -0.76 -0.58
*
```

Summary:
- Structure (SMILES): C#CC(=C)CBr.Br
- Relative energy (zero: lowest compared OMol25 entry of this formula, charge and spin): 50.6 kcal per mole
- Frontier orbital gap: 9.6 eV

=====

5.
The following is a DFT calculation (the ωB97M-V functional and the def2-TZVPD basis) of C4H4N2 as an isolated structure.

```
! RIJCOSX wB97M-V def2-TZVPD def2/J DEFGRID3
* xyz 0 1
H -0.86 -1.29 -1.10
H -2.00 -1.10 0.12
C -0.73 1.44 -0.90
C -0.33 0.01 0.35
N -1.01 -1.10 -0.11
N -1.24 1.79 0.12
H 3.36 -0.01 -0.06
H -0.60 0.24 1.38
C 2.30 0.00 0.05
C 1.10 0.02 0.16
*
```

Summary:
- Relative energy (zero: lowest compared OMol25 entry of this formula, charge and spin): 101.7 kcal per mole
- Frontier orbital gap: 10.6 eV

=====

6.
The following is a DFT calculation (the ωB97M-V functional and the def2-TZVPD basis) of C28H27Cl2Cu2N2O3 as an isolated structure.

```
! RIJCOSX wB97M-V def2-TZVPD def2/J DEFGRID3
* xyz 3 1
H -6.40 -3.86 -1.15
O 6.51 1.60 0.75
H -5.27 -2.85 -2.70
H 0.67 0.57 -4.34
H -8.81 -3.49 2.70
N -2.04 -2.26 -2.90
C -5.01 -2.71 0.11
H 2.27 2.19 -4.12
H 4.58 0.40 -0.10
C 5.74 2.11 1.52
H 7.28 5.76 5.13
C 6.14 3.14 2.52
C 5.57 4.69 4.30
C -6.17 -3.43 -0.18
H -0.34 -1.56 -3.98
Cu -1.85 1.97 -0.41
H -3.59 -2.63 -4.31
C -7.13 -3.68 0.77
H 0.16 1.28 -1.89
H 2.22 -0.23 -0.29
N -6.91 -3.29 2.04
H -0.75 -1.49 -1.39
C 2.53 0.41 0.52
C 2.57 1.44 -4.85
H 8.85 4.76 3.65
H -5.71 -2.31 3.37
O -0.66 0.80 -2.10
C 7.47 3.58 2.57
H -0.34 -3.26 -3.53
C 3.40 2.11 2.54
C 1.32 0.64 -5.21
H -7.98 -4.34 0.63
C -3.32 -2.51 -3.28
C -0.96 -2.45 -3.91
O 3.13 3.28 4.55
C -7.84 -3.75 3.12
C -3.98 -2.48 -0.94
C 6.89 5.05 4.42
C -4.29 -2.63 -2.29
Cl 3.26 2.31 -6.22
H -2.46 -1.76 0.35
H 8.27 3.30 1.89
C 3.85 3.05 3.60
H -3.98 -1.74 1.85
C 3.87 0.75 0.64
Cl 1.60 -0.94 -5.95
C -2.70 -2.05 -0.66
C 7.81 4.47 3.56
H 0.61 0.54 1.35
Cu -2.30 1.63 -3.29
C 2.07 1.69 2.52
C 5.20 3.65 3.44
H -7.66 -4.78 3.40
C -4.84 -2.24 1.43
C -1.70 -1.94 -1.63
C 4.31 1.63 1.60
C 1.65 0.82 1.51
H 4.78 5.11 4.91
C -5.85 -2.53 2.32
H 1.33 2.16 3.15
H 3.38 0.92 -4.33
H 0.82 1.24 -5.96
H -1.48 -2.70 -4.84
H -7.79 -3.15 4.03
*
```

Summary:
- Frontier orbital gap: 2.9 eV

=====

Largest force on an atom
In order: 0.1530; 0.1393; 0.1264; 0.0684; 0.0194; 0.0580
Unit: hartree/bohr
Calculated total energy
In order: -78711.692; -12443.513; -23750.312; -145364.138; -7188.279; -152891.517
Unit: eV